# 1
{
  "formula": "C22H40Al2BrClFMgO16S",
  "method": "the ωB97M-V functional and the def2-TZVPD basis",
  "species": ["C", "C", "O", "C", "O", "C", "C", "C", "C", "O", "C", "C", "C", "C", "C", "S", "O", "O", "O", "O", "C", "H", "H", "H", "H", "H", "H", "H", "H", "H", "H", "H", "H", "H", "H", "H", "H", "H", "H", "H", "H", "H", "H", "H", "H", "H", "H", "Al", "Cl", "Br", "C", "C", "O", "H", "H", "H", "H", "H", "Mg", "C", "C", "O", "O", "H", "H", "H", "C", "C", "C", "O", "C", "O", "O", "H", "H", "H", "H", "H", "H", "F", "Al", "C", "O", "O", "O"],
  "positions_angstrom": [[-1.625, -2.071, 5.561], [-1.382, -1.109, 4.394], [-1.600, -1.763, 3.133], [-0.736, -2.667, 2.840], [-1.212, -3.814, 2.784], [0.701, -2.364, 2.626], [1.251, -2.914, 1.293], [0.265, -2.953, 0.130], [-0.407, -1.631, -0.213], [0.344, -0.926, -1.178], [-0.411, -0.643, -2.340], [0.272, 0.350, -3.246], [1.674, -0.155, -3.624], [2.829, 0.792, -3.345], [2.684, 1.547, -2.038], [4.239, 2.104, -1.449], [3.985, 3.278, -0.559], [5.118, 2.481, -2.480], [4.900, 0.987, -0.519], [-0.539, 0.369, -4.421], [-0.856, 1.692, -4.804], [-1.118, -3.014, 5.440], [-2.684, -2.234, 5.681], [-1.271, -1.575, 6.458], [-2.069, -0.283, 4.452], [-0.399, -0.673, 4.491], [0.834, -1.294, 2.700], [1.231, -2.796, 3.471], [2.133, -2.347, 1.041], [1.586, -3.927, 1.498], [0.821, -3.285, -0.738], [-0.457, -3.744, 0.319], [-0.522, -1.004, 0.667], [-1.404, -1.848, -0.585], [-0.473, -1.563, -2.923], [-1.432, -0.335, -2.127], [0.261, 1.357, -2.843], [1.828, -1.141, -3.205], [1.656, -0.294, -4.695], [3.724, 0.181, -3.277], [3.011, 1.442, -4.212], [2.164, 2.481, -2.232], [2.118, 1.041, -1.259], [4.427, 1.041, 0.343], [0.054, 2.270, -4.932], [-1.381, 1.670, -5.745], [-1.496, 2.164, -4.061], [-1.635, -5.611, 2.199], [2.967, 1.597, -6.303], [-1.090, -7.068, 4.167], [7.600, -0.530, -5.303], [6.578, 0.156, -4.430], [5.385, -0.357, -4.803], [7.345, -0.326, -6.334], [8.617, -0.157, -5.131], [7.633, -1.609, -5.182], [6.720, 1.265, -4.582], [6.910, 0.037, -3.377], [5.569, 3.340, 0.607], [1.013, 3.268, 2.033], [1.123, 1.794, 1.626], [2.127, 1.458, 0.930], [0.214, 1.044, 2.005], [1.853, 3.851, 1.652], [0.090, 3.691, 1.640], [0.994, 3.349, 3.120], [-5.147, -0.054, 2.414], [-5.602, 0.994, 3.396], [-6.090, 2.285, 2.775], [-5.785, 3.242, 3.801], [-4.738, 2.759, 4.515], [-4.118, 3.381, 5.308], [-4.498, 1.461, 4.193], [-5.949, -0.337, 1.735], [-4.299, 0.308, 1.830], [-4.810, -0.944, 2.947], [-6.353, 0.575, 4.071], [-7.152, 2.276, 2.560], [-5.543, 2.561, 1.869], [-2.813, -4.008, 4.153], [6.261, 0.719, -7.073], [-8.553, 0.657, 0.158], [-9.629, 0.235, -0.228], [-7.436, 0.310, -0.293], [-8.392, 1.506, 1.068]],
  "atomic_forces_ev_per_a": [[-0.148, 0.938, -0.220], [0.030, 0.558, 1.750], [-0.064, -0.067, -0.119], [0.513, 0.810, 0.035], [0.320, -3.228, -2.706], [-0.139, 0.335, -0.002], [-0.289, -0.490, 0.467], [0.717, 0.164, 0.070], [-0.034, -0.194, 0.054], [-0.108, 0.426, 0.287], [0.061, -0.486, -0.345], [0.095, -0.638, -0.738], [-0.307, 0.545, -0.024], [0.723, -0.848, 0.347], [-0.614, 0.129, -0.472], [-2.308, 1.023, -0.890], [0.930, -0.324, 1.306], [1.288, -0.685, -0.625], [0.283, 0.835, 0.657], [-0.259, 0.103, 0.186], [0.116, -0.116, -0.033], [0.160, -0.310, 0.005], [-0.229, -0.342, -0.028], [0.193, 0.088, 0.186], [-0.379, 0.202, -0.350], [0.500, -0.017, -0.591], [-0.122, 0.476, -0.193], [0.178, -0.258, 0.128], [0.172, 0.306, -0.097], [0.195, -0.280, -0.162], [0.039, -0.080, -0.331], [-0.484, -0.117, -0.006], [0.047, 0.278, 0.222], [-0.235, 0.051, -0.198], [-0.221, -0.194, -0.234], [-0.122, 0.255, 0.303], [0.161, 0.152, 0.434], [0.185, -0.160, 0.390], [0.020, -0.037, -0.355], [0.295, -0.160, -0.353], [-0.108, 0.086, 0.510], [0.068, 0.446, 0.274], [0.308, -0.143, 0.457], [-0.833, -0.804, -0.207], [0.196, 0.240, -0.099], [-0.138, -0.153, -0.279], [-0.138, 0.181, 0.193], [0.488, 2.014, 4.714], [0.521, 0.084, -0.636], [-0.457, 1.067, -2.248], [1.791, -0.266, 1.254], [0.471, -0.197, -0.084], [-0.240, 0.761, -0.689], [1.310, -1.346, -0.022], [0.013, 0.084, -0.259], [-0.391, -0.048, -0.038], [-0.319, 0.023, -0.105], [-0.387, -0.080, 0.058], [-0.609, 0.254, -0.294], [0.240, -0.010, -0.104], [-0.098, 0.393, 0.242], [1.109, -0.277, -0.204], [-0.134, -0.522, 0.092], [-0.007, -0.007, -0.045], [-0.061, -0.025, 0.079], [-0.124, -0.021, 0.005], [0.452, -0.162, 0.162], [0.055, -0.172, -0.399], [-0.041, 0.139, 0.222], [0.100, -0.182, -0.108], [-0.083, 0.043, -0.069], [0.157, 0.105, 0.181], [-0.191, -0.003, 0.009], [-0.070, 0.020, 0.030], [-0.069, 0.110, -0.057], [-0.074, -0.057, -0.016], [-0.023, 0.102, 0.049], [0.092, 0.230, 0.278], [0.066, -0.124, 0.002], [-0.967, -1.479, -0.452], [-2.746, 1.167, 0.118], [-0.036, 0.068, -0.031], [0.008, -0.013, 0.008], [-0.052, 0.071, 0.087], [-0.206, -0.248, -0.335]],
  "lumo_ev": -7.877,
  "e_tot_ha": -6282.52788,
  "charge": 1
}

=====

# 2
{
  "formula": "C6H8N",
  "method": "the ωB97M-V functional and the def2-TZVPD basis",
  "species": ["C", "C", "C", "C", "N", "C", "C", "H", "H", "H", "H", "H", "H", "H", "H"],
  "positions_angstrom": [[1.799, 1.285, -1.537], [0.870, 0.412, -1.960], [1.116, 0.441, -0.571], [0.867, 0.422, 0.805], [-0.370, -0.216, 1.308], [-1.524, -0.099, 0.377], [-0.851, -1.410, 0.641], [2.691, 2.000, -1.772], [0.309, -0.034, -2.672], [1.378, 0.940, 1.568], [-0.609, -0.273, 2.312], [-1.298, 0.544, -0.463], [-2.452, 0.112, 0.906], [-1.479, -2.159, 1.285], [-0.449, -1.965, -0.228]],
  "atomic_forces_ev_per_a": [[0.986, -0.922, -0.733], [2.447, 2.044, 2.305], [0.005, 2.075, 3.746], [-0.174, -0.695, -2.829], [0.784, -0.622, -0.662], [-0.865, -0.108, 1.365], [-3.394, -2.479, -0.609], [-2.145, -1.444, 0.497], [-1.496, -1.131, -2.292], [0.712, 0.506, 0.270], [0.728, 0.619, -0.666], [-0.034, -0.377, 0.003], [0.069, -0.082, -0.335], [1.422, 1.706, -0.981], [0.955, 0.911, 0.921]],
  "relative_energy_kcal_mol": 138.1,
  "lumo_ev": -3.074,
  "e_tot_ha": -287.73624,
  "charge": 1,
  "smiles": "C1=CC1=C[NH+]1CC1"
}

=====

# 3
{
  "formula": "C26H30F16I2O7S",
  "method": "the ωB97M-V functional and the def2-TZVPD basis",
  "species": ["C", "C", "C", "C", "C", "C", "C", "C", "C", "O", "S", "O", "O", "O", "C", "C", "C", "C", "O", "C", "I", "C", "C", "I", "H", "H", "H", "H", "H", "H", "H", "H", "H", "H", "H", "H", "H", "H", "H", "H", "H", "H", "H", "H", "H", "H", "C", "C", "C", "F", "F", "F", "F", "O", "C", "C", "F", "F", "F", "F", "H", "H", "H", "H", "C", "C", "C", "F", "F", "F", "F", "O", "C", "C", "F", "F", "F", "F", "H", "H", "H", "H"],
  "positions_angstrom": [[0.969, 3.203, 0.005], [0.110, 2.122, -0.673], [-1.248, 2.163, -0.422], [-2.108, 1.244, -0.983], [-1.559, 0.282, -1.813], [-0.211, 0.241, -2.057], [0.671, 1.153, -1.498], [2.172, 1.086, -1.730], [2.648, 1.761, -3.050], [3.541, 2.866, -2.587], [5.036, 2.368, -2.788], [5.427, 1.443, -1.775], [6.002, 3.390, -2.943], [4.759, 1.681, -4.209], [3.485, 0.935, -4.077], [3.963, -0.486, -3.680], [3.045, -1.661, -4.096], [3.931, -2.943, -4.061], [2.017, -1.837, -3.119], [2.896, 1.131, -5.496], [0.799, 0.594, -5.597], [3.817, 0.506, -6.627], [4.399, 1.608, -7.560], [2.576, -0.730, -7.934], [1.480, 2.773, 0.873], [1.674, 3.571, -0.749], [0.331, 4.049, 0.277], [-1.676, 2.908, 0.249], [-3.175, 1.250, -0.773], [-2.241, -0.457, -2.235], [0.139, -0.551, -2.714], [2.478, 0.045, -1.613], [2.631, 1.630, -0.900], [1.806, 2.344, -3.432], [4.947, -0.644, -4.136], [4.129, -0.573, -2.602], [2.661, -1.596, -5.117], [4.484, -2.947, -3.112], [3.244, -3.800, -4.028], [4.569, -3.002, -4.946], [2.339, -2.485, -2.481], [2.898, 2.210, -5.674], [4.600, -0.117, -6.196], [4.125, 2.616, -7.233], [5.485, 1.514, -7.669], [3.996, 1.500, -8.571], [0.207, -0.482, 1.976], [0.397, -1.756, 1.129], [-0.867, -2.470, 0.648], [-1.621, -2.921, 1.669], [-0.521, -3.549, -0.096], [1.205, -2.615, 1.793], [1.072, -1.371, 0.013], [0.316, -0.598, 3.396], [-0.781, -0.951, 4.157], [-0.574, -2.273, 4.899], [-0.341, -3.283, 4.042], [-1.690, -2.580, 5.602], [-1.903, -0.952, 3.405], [-0.945, 0.029, 5.075], [1.042, 0.165, 1.708], [-0.685, 0.073, 1.683], [-1.473, -1.806, 0.025], [0.272, -2.198, 5.586], [-5.616, -0.905, 4.592], [-5.448, 0.611, 4.359], [-4.230, 1.285, 4.992], [-4.239, 1.204, 6.334], [-4.220, 2.605, 4.678], [-6.584, 1.243, 4.728], [-5.331, 0.783, 3.009], [-6.515, -1.328, 5.615], [-6.085, -1.442, 6.927], [-6.834, -0.486, 7.860], [-6.661, 0.796, 7.489], [-6.364, -0.615, 9.122], [-4.751, -1.299, 7.011], [-6.359, -2.708, 7.314], [-6.073, -1.284, 3.678], [-4.656, -1.417, 4.663], [-3.303, 0.843, 4.619], [-7.904, -0.707, 7.855]],
  "atomic_forces_ev_per_a": [[-0.441, -0.486, -1.039], [0.822, 1.238, 0.776], [-0.901, 0.086, 0.372], [0.004, -0.145, 0.022], [-1.175, -0.316, 0.085], [0.374, -0.784, -0.790], [-0.191, 0.108, -0.112], [-0.516, -0.320, 0.256], [-0.046, 0.565, 2.099], [0.876, -0.350, -0.613], [1.595, 0.339, 0.435], [-1.207, -0.961, -0.136], [-0.827, 1.002, -0.888], [-0.248, 0.270, 1.026], [0.447, -0.020, -0.699], [-1.019, -0.246, -0.655], [1.711, -1.136, 0.953], [-0.978, 0.404, 0.146], [-0.298, 0.217, -0.555], [0.466, -0.539, -0.308], [-0.174, 0.823, 1.007], [-1.206, 0.753, -0.417], [0.002, -0.275, -0.211], [1.301, -0.784, -0.557], [0.103, 0.383, -0.097], [0.191, 0.029, 0.527], [0.184, -0.226, 0.260], [0.321, 0.018, -0.138], [0.175, 0.097, -0.029], [0.345, 0.053, -0.143], [0.239, 0.179, 0.223], [0.000, 0.178, -0.345], [0.191, -0.133, -0.333], [0.234, -0.477, -0.585], [-0.239, 0.219, -0.046], [-0.030, 0.222, -0.210], [-0.438, 0.291, 0.387], [0.257, -0.043, -0.366], [0.285, 0.057, -0.280], [0.115, -0.093, 0.322], [-0.143, 0.083, -0.025], [-0.213, -0.213, 0.199], [-0.271, -0.040, -0.147], [0.285, -0.198, 0.148], [-0.173, 0.140, 0.286], [0.089, 0.106, 0.203], [0.090, 0.697, -0.003], [0.316, -0.008, 0.785], [-0.269, -0.169, -0.516], [0.097, 0.079, 0.211], [0.191, 0.086, -0.005], [-0.149, -0.102, -0.030], [-0.082, -0.084, -0.143], [-0.322, -0.853, -0.076], [0.356, 0.924, -0.828], [0.118, -0.389, 0.383], [-0.032, 0.121, -0.167], [-0.066, 0.216, -0.062], [-0.167, -0.266, 0.205], [-0.036, -0.204, 0.234], [0.079, -0.140, 0.026], [-0.141, -0.236, -0.034], [0.089, 0.105, 0.037], [-0.015, 0.158, -0.017], [0.018, -0.627, -0.320], [-0.740, -0.166, 0.321], [0.544, 0.335, -0.124], [-0.192, -0.163, 0.071], [-0.175, -0.063, -0.177], [0.108, 0.089, 0.089], [0.326, -0.068, 0.024], [0.206, 0.739, 0.421], [0.368, -0.496, -0.968], [-0.358, 0.202, 0.330], [0.119, -0.043, -0.148], [0.087, -0.173, -0.082], [-0.050, 0.164, 0.235], [-0.168, 0.117, 0.208], [-0.100, 0.139, 0.029], [0.105, 0.219, 0.197], [-0.075, -0.090, -0.043], [0.037, -0.129, -0.072]],
  "lumo_ev": -0.573,
  "e_tot_ha": -4126.80422
}

=====

# 4
{
  "formula": "C4H6O5Yb",
  "method": "the ωB97M-V functional and the def2-TZVPD basis",
  "species": ["O", "C", "O", "O", "H", "C", "C", "O", "C", "O", "Yb", "H", "H", "H", "H", "H"],
  "positions_angstrom": [[-3.667, 0.980, 2.066], [-2.900, 0.471, 1.146], [-1.547, 0.502, 1.443], [-3.286, -0.087, 0.164], [-3.235, 1.417, 2.811], [0.434, -1.178, -2.374], [1.510, -1.221, -1.600], [1.765, -0.143, -0.721], [2.979, 0.014, -0.217], [2.765, 0.990, 0.661], [0.581, 1.463, 0.794], [0.308, -1.971, -3.110], [-0.261, -0.337, -2.352], [2.357, -1.899, -1.687], [-1.374, -0.358, 1.920], [3.570, 1.356, 1.058]],
  "atomic_forces_ev_per_a": [[-0.262, 0.460, 0.226], [-2.806, -1.434, -1.759], [2.717, -0.825, 1.425], [0.749, 0.910, 0.819], [0.100, -0.040, 0.011], [0.751, 0.076, 0.416], [-0.098, -0.478, -1.701], [-0.323, 0.594, 0.989], [0.312, -1.279, -1.172], [0.524, 1.545, 1.205], [-1.395, 0.143, -0.403], [-0.165, 0.219, 0.266], [-0.008, -0.358, -0.018], [-0.322, 0.014, 0.287], [-0.258, 0.866, -0.502], [0.481, -0.415, -0.089]],
  "lumo_ev": -9.374,
  "e_tot_ha": -1690.20458,
  "charge": 2
}

=====

# 5
{
  "formula": "C17H25NO4",
  "method": "the ωB97M-V functional and the def2-TZVPD basis",
  "species": ["C", "C", "C", "C", "O", "C", "C", "C", "C", "C", "O", "N", "C", "C", "C", "C", "C", "C", "O", "O", "C", "C", "H", "H", "H", "H", "H", "H", "H", "H", "H", "H", "H", "H", "H", "H", "H", "H", "H", "H", "H", "H", "H", "H", "H", "H", "H"],
  "positions_angstrom": [[6.567, -0.071, -1.082], [6.029, -0.301, 0.327], [6.850, -1.356, 1.062], [4.560, -0.725, 0.270], [3.809, 0.361, -0.236], [2.471, 0.229, -0.386], [1.740, -0.917, -0.082], [0.368, -0.935, -0.261], [-0.300, 0.181, -0.751], [-1.766, 0.210, -0.976], [-2.293, 0.889, -1.841], [-2.499, -0.528, -0.102], [-3.910, -0.739, -0.289], [-4.763, -0.194, 0.874], [-4.800, 1.337, 1.019], [-3.493, 1.905, 1.568], [-5.168, 2.033, -0.289], [-4.169, -2.243, -0.383], [-3.407, -3.062, 0.046], [-5.331, -2.594, -0.949], [0.440, 1.316, -1.083], [1.801, 1.347, -0.896], [6.565, -1.002, -1.646], [7.586, 0.307, -1.043], [5.947, 0.653, -1.604], [6.076, 0.643, 0.879], [6.792, -2.311, 0.544], [7.893, -1.054, 1.106], [6.489, -1.492, 2.078], [4.449, -1.601, -0.384], [4.206, -0.989, 1.276], [2.229, -1.803, 0.291], [-0.167, -1.848, -0.045], [-2.043, -1.148, 0.549], [-4.181, -0.244, -1.229], [-5.789, -0.548, 0.736], [-4.389, -0.630, 1.803], [-5.588, 1.545, 1.754], [-3.179, 1.367, 2.460], [-3.629, 2.952, 1.832], [-2.702, 1.846, 0.828], [-6.078, 1.613, -0.713], [-4.361, 1.946, -1.013], [-5.338, 3.092, -0.107], [-5.824, -1.834, -1.288], [-0.080, 2.172, -1.486], [2.381, 2.223, -1.138]],
  "atomic_forces_ev_per_a": [[-0.134, 0.135, 0.250], [-0.218, -0.148, -0.185], [-0.228, 0.231, -0.038], [0.372, -0.120, 0.293], [-0.101, 0.164, -0.102], [-0.293, 0.060, -0.079], [0.422, -0.061, 0.098], [-0.197, 0.267, -0.097], [0.289, -0.056, -0.074], [-0.094, -0.106, 0.203], [0.030, 0.202, -0.182], [-0.124, -0.239, 0.080], [-0.125, -0.034, 0.097], [0.022, 0.245, -0.149], [0.085, -0.085, -0.057], [-0.211, 0.007, 0.001], [-0.016, -0.069, 0.248], [0.285, 0.555, -0.087], [-0.133, -0.144, -0.003], [-0.340, -0.373, -0.112], [-0.085, -0.111, 0.037], [0.175, -0.103, 0.068], [0.015, -0.124, -0.094], [0.120, 0.028, -0.053], [0.005, 0.064, -0.132], [-0.040, -0.036, 0.020], [0.035, -0.151, -0.050], [0.116, -0.024, 0.015], [0.009, -0.067, 0.131], [-0.017, 0.030, 0.045], [-0.022, 0.004, -0.108], [0.070, -0.053, 0.021], [-0.056, -0.086, 0.026], [0.032, 0.067, -0.072], [0.007, -0.122, 0.124], [-0.009, -0.041, 0.041], [-0.051, -0.102, 0.027], [0.061, -0.036, -0.050], [0.096, -0.031, 0.111], [0.026, 0.126, 0.042], [0.108, 0.047, -0.022], [-0.130, -0.017, -0.115], [0.053, -0.012, -0.121], [-0.051, 0.128, -0.025], [0.214, 0.008, 0.103], [-0.038, 0.071, -0.050], [0.063, 0.111, -0.025]],
  "relative_energy_kcal_mol": 3.9,
  "lumo_ev": 0.588,
  "e_tot_ha": -1018.54702,
  "smiles": "CC(C)COc1ccc(C(=O)N[C@H](CC(C)C)C(=O)O)cc1"
}

=====

# 6
{
  "formula": "C2H7NS2",
  "method": "the ωB97M-V functional and the def2-TZVPD basis",
  "species": ["C", "N", "H", "H", "H", "C", "S", "S", "H", "H", "H", "H"],
  "positions_angstrom": [[-2.469, 0.411, 0.082], [-2.012, -0.191, 1.181], [-2.204, 1.346, -0.334], [-3.416, -0.190, -0.334], [-2.266, -1.215, 1.106], [1.669, 1.024, -0.425], [1.554, -0.626, -1.215], [2.433, -2.055, -0.047], [2.039, 0.914, 0.607], [2.551, 1.505, -0.935], [0.708, 1.546, -0.452], [1.413, -2.469, 0.767]],
  "atomic_forces_ev_per_a": [[-2.424, -5.383, 3.075], [0.345, 1.043, -3.656], [0.319, 1.094, 0.255], [2.261, 1.640, -0.279], [-0.473, 1.608, 0.593], [2.005, -0.352, 0.271], [-0.561, -0.096, -0.165], [-0.184, 0.152, 0.458], [-0.572, -0.091, -0.210], [-1.382, 0.116, 0.247], [0.415, -0.082, -0.163], [0.252, 0.349, -0.424]],
  "relative_energy_kcal_mol": 43.3,
  "lumo_ev": 0.554,
  "e_tot_ha": -931.45450,
  "smiles": "C=N.CSS"
}